The following is a quantum chemistry calculation of the ion CH2NO2S3 with charge -1, from the Open Molecules 2025 dataset.

Positions of all 9 atoms, in Å:
C -0.19 -0.74 -0.38
N -1.37 -1.16 -0.27
O -2.29 0.86 0.55
O -3.75 -1.17 0.21
S 0.49 0.86 -0.55
S 1.06 -1.90 0.10
S -2.76 -0.32 -0.42
H 1.94 -1.07 -0.42
H -1.27 0.99 0.23

Calculated values
Net charge ... -1
ΔE to the lowest compared entry with this formula, charge and spin ... 58.9 kJ/mol
Gap between HOMO and LUMO ... 0.2880 hartree
Energy ... -1439.14765 a.u.


The following is a quantum chemistry calculation of a cluster of 2 separate species, CH2NO3P in total, from the Open Molecules 2025 dataset.

Positions of all 8 atoms, in Å:
C -0.32 0.52 0.32
N -0.58 1.71 -0.05
O -0.28 -0.84 -1.97
O 1.75 -0.61 -0.35
O -0.31 -2.19 0.14
P 0.28 -1.01 -0.62
H 0.04 0.21 1.75
H -0.60 2.22 0.78

Calculated values
Net charge ... -2
ΔE to the lowest compared entry with this formula, charge and spin ... 189.3 kJ/mol
Gap between HOMO and LUMO ... 0.2544 hartree
Energy ... -661.11136 a.u.